1.
{
  "formula": "C29H32NSn",
  "method": "ωB97M-V/def2-TZVPD",
  "symbols": ["C", "N", "C", "C", "C", "C", "C", "C", "C", "C", "C", "C", "C", "C", "C", "C", "C", "C", "H", "H", "H", "H", "H", "H", "H", "H", "H", "H", "H", "H", "H", "H", "H", "H", "C", "Sn", "C", "C", "C", "C", "C", "C", "C", "C", "C", "C", "C", "H", "H", "H", "H", "H", "H", "H", "H", "H", "H", "H", "H", "H", "H", "H", "H"],
  "xyz": [[-3.843, 2.305, 3.318], [-3.307, 2.345, 1.973], [-1.980, 2.327, 1.682], [-1.805, 2.441, 0.274], [-0.582, 2.555, -0.387], [-0.408, 2.545, -1.813], [-1.106, 1.645, -2.666], [-1.035, 1.776, -4.046], [-0.240, 2.768, -4.635], [-0.220, 2.919, -6.125], [0.529, 3.598, -3.806], [0.483, 3.468, -2.427], [-3.164, 2.535, -0.291], [-3.688, 2.799, -1.549], [-5.083, 2.831, -1.722], [-5.952, 2.710, -0.628], [-5.440, 2.545, 0.669], [-4.063, 2.445, 0.800], [-4.931, 2.357, 3.266], [-3.540, 1.379, 3.823], [-3.465, 3.150, 3.910], [-1.226, 2.250, 2.465], [0.289, 2.789, 0.236], [-1.731, 0.868, -2.217], [-1.619, 1.113, -4.687], [0.469, 3.717, -6.416], [0.101, 1.989, -6.613], [-1.216, 3.163, -6.519], [1.165, 4.356, -4.268], [1.077, 4.119, -1.782], [-3.021, 2.981, -2.389], [-5.490, 2.960, -2.726], [-7.029, 2.754, -0.789], [-6.073, 2.489, 1.552], [3.309, -5.768, 2.678], [1.811, -4.235, 2.620], [0.571, -4.420, 0.894], [0.672, -4.198, 4.435], [2.941, -2.156, 2.492], [3.687, -2.110, 1.219], [3.111, -1.085, 0.410], [3.673, -0.795, -0.842], [4.743, -1.568, -1.298], [5.239, -2.638, -0.530], [4.710, -2.921, 0.734], [2.007, -0.511, 1.143], [1.893, -1.140, 2.379], [3.965, -5.615, 3.543], [2.784, -6.728, 2.778], [3.895, -5.759, 1.752], [-0.157, -3.600, 0.880], [1.195, -4.392, -0.008], [0.054, -5.387, 0.968], [-0.061, -3.384, 4.394], [0.154, -5.162, 4.527], [1.346, -4.057, 5.288], [3.434, -2.429, 3.428], [3.275, 0.041, -1.420], [5.204, -1.343, -2.262], [6.050, -3.252, -0.921], [5.065, -3.757, 1.340], [1.404, 0.303, 0.746], [1.168, -0.927, 3.167]],
  "forces_ev_per_angstrom": [[-0.040, -0.097, 0.673], [2.333, -0.216, -0.136], [-1.627, 0.314, 0.148], [0.460, -0.046, -0.803], [-0.710, 0.250, 0.807], [0.380, -0.193, -1.082], [-0.125, 0.356, 0.195], [0.013, -0.164, 0.452], [-0.038, 0.024, 0.230], [0.156, 0.124, -0.214], [-0.014, -0.067, -0.034], [-0.308, -0.184, 0.485], [-0.496, -0.069, 0.570], [-0.463, -0.031, -0.346], [0.418, 0.101, 0.276], [0.366, -0.155, 0.315], [-0.081, -0.022, -0.356], [0.258, 0.287, -0.787], [0.252, -0.034, 0.120], [-0.185, 0.189, -0.213], [-0.176, -0.173, -0.283], [-0.278, 0.003, -0.244], [-0.151, -0.179, -0.204], [0.197, 0.258, -0.178], [0.223, 0.099, 0.215], [-0.135, -0.150, -0.052], [-0.064, 0.186, 0.139], [0.199, -0.060, 0.157], [-0.136, -0.219, 0.210], [-0.122, -0.127, -0.276], [-0.376, -0.142, 0.146], [0.115, 0.064, 0.342], [0.293, -0.007, 0.099], [-0.077, 0.039, -0.355], [-0.060, 0.096, 0.054], [0.438, 0.848, -0.428], [-0.016, -0.032, 0.063], [0.074, 0.025, -0.047], [-0.812, -1.823, -0.114], [-0.501, 0.166, -0.028], [0.655, -0.520, 0.292], [0.069, -0.198, 0.121], [-0.211, 0.124, 0.168], [-0.159, -0.048, 0.299], [0.191, 0.269, -0.383], [-0.252, -0.352, 1.145], [0.355, 0.857, -1.015], [-0.111, -0.129, -0.248], [0.252, 0.185, -0.026], [-0.142, -0.078, 0.265], [0.148, -0.253, -0.100], [-0.237, -0.008, 0.190], [0.066, 0.305, -0.176], [0.137, -0.227, 0.107], [0.088, 0.292, 0.083], [-0.269, -0.043, -0.146], [0.148, 0.700, -0.073], [0.156, -0.277, -0.036], [-0.166, -0.091, 0.279], [-0.190, 0.172, 0.068], [0.119, 0.264, -0.240], [-0.086, -0.224, 0.218], [0.254, 0.035, -0.311]],
  "nbo_charge": [-0.42, -0.27, 0.17, -0.19, 0.07, -0.10, -0.16, -0.22, 0.07, -0.65, -0.22, -0.15, 0.00, -0.20, -0.18, -0.18, -0.22, 0.11, 0.23, 0.23, 0.23, 0.24, 0.23, 0.23, 0.23, 0.23, 0.24, 0.24, 0.23, 0.23, 0.24, 0.23, 0.24, 0.23, -1.07, 1.56, -1.07, -1.07, -0.54, -0.06, -0.01, -0.23, -0.22, -0.22, -0.21, -0.29, -0.20, 0.24, 0.24, 0.24, 0.23, 0.24, 0.23, 0.23, 0.24, 0.24, 0.26, 0.20, 0.22, 0.22, 0.21, 0.19, 0.21],
  "multiplicity": 1,
  "energy_ev": -37906.0964,
  "molar_mass_g_mol": 513.29,
  "orbital_gap_ev": 4.52,
  "charge": 1
}



2.
{
  "formula": "C29H33AsBaN5O4S",
  "method": "ωB97M-V/def2-TZVPD",
  "symbols": ["Ba", "N", "C", "C", "C", "N", "C", "C", "N", "C", "H", "H", "H", "H", "H", "H", "H", "H", "H", "H", "H", "H", "H", "H", "H", "H", "S", "C", "C", "C", "C", "C", "C", "As", "C", "C", "C", "C", "C", "C", "C", "C", "C", "C", "C", "C", "H", "H", "H", "H", "H", "H", "H", "H", "H", "H", "H", "H", "H", "H", "O", "C", "O", "C", "C", "N", "N", "C", "C", "O", "O", "H", "H", "H"],
  "xyz": [[-0.986, 0.588, -1.664], [5.719, -1.635, -1.673], [6.020, -1.341, -0.262], [5.947, 0.171, -0.042], [4.525, 0.723, -0.034], [3.892, 0.589, -1.391], [3.658, -0.003, 0.992], [3.644, -1.521, 0.781], [2.840, -1.809, -0.425], [5.065, -2.076, 0.681], [6.518, -1.396, -2.250], [4.571, 0.732, -2.133], [5.572, -2.630, -1.802], [7.034, -1.665, -0.002], [6.551, 0.685, -0.797], [6.391, 0.414, 0.926], [4.545, 1.791, 0.181], [3.097, 1.242, -1.523], [3.525, -0.390, -1.456], [2.633, 0.377, 0.980], [4.062, 0.220, 1.982], [3.177, -1.977, 1.660], [1.861, -1.691, -0.159], [2.952, -2.774, -0.716], [5.032, -3.137, 0.415], [5.500, -2.034, 1.683], [-0.202, -0.760, 0.794], [-1.341, -1.652, 1.815], [-0.981, -1.891, 3.144], [-1.823, -2.578, 4.000], [-3.051, -3.043, 3.551], [-3.428, -2.808, 2.239], [-2.589, -2.114, 1.370], [-3.081, -1.852, -0.487], [-4.823, -2.698, -0.595], [-5.977, -2.109, -0.084], [-7.194, -2.769, -0.174], [-7.264, -4.022, -0.770], [-6.117, -4.613, -1.280], [-4.901, -3.950, -1.197], [-3.644, 0.030, -0.464], [-4.160, 0.565, -1.652], [-4.255, 1.940, -1.833], [-3.823, 2.803, -0.828], [-3.349, 2.282, 0.369], [-3.264, 0.903, 0.554], [-0.025, -1.525, 3.496], [-1.517, -2.752, 5.024], [-3.712, -3.582, 4.216], [-4.384, -3.172, 1.887], [-5.929, -1.136, 0.391], [-8.087, -2.308, 0.224], [-8.213, -4.535, -0.838], [-6.170, -5.588, -1.746], [-4.008, -4.414, -1.602], [-4.480, -0.105, -2.446], [-4.664, 2.338, -2.753], [-3.868, 3.874, -0.973], [-3.030, 2.951, 1.158], [-2.867, 0.507, 1.480], [-0.775, 5.499, -0.391], [0.411, 6.059, -0.182], [0.527, 7.163, 0.276], [1.633, 5.257, -0.510], [2.885, 5.782, -0.294], [3.770, 4.838, -0.656], [3.196, 3.720, -1.102], [1.892, 3.957, -1.021], [0.952, 2.894, -1.462], [-0.288, 3.131, -1.418], [1.405, 1.781, -1.851], [-0.669, 4.596, -0.775], [3.170, 6.748, 0.086], [4.773, 4.908, -0.641]],
  "forces_ev_per_angstrom": [[-0.132, 0.185, -0.174], [-0.011, 0.023, 0.004], [-0.001, -0.002, -0.007], [-0.008, -0.011, -0.018], [-0.009, -0.003, 0.030], [-0.054, -0.153, -0.013], [0.018, -0.008, -0.002], [-0.012, 0.043, -0.059], [0.002, 0.090, 0.002], [0.001, 0.007, 0.020], [0.000, 0.001, 0.000], [0.015, 0.009, -0.011], [-0.003, 0.003, 0.001], [0.005, 0.005, 0.000], [0.001, 0.002, 0.000], [-0.002, 0.004, 0.003], [0.001, -0.009, 0.003], [-0.018, 0.058, 0.066], [0.046, 0.019, 0.026], [0.001, -0.004, -0.007], [0.003, 0.012, -0.001], [0.002, 0.011, 0.007], [-0.018, -0.076, -0.093], [0.021, -0.008, 0.058], [-0.004, -0.001, 0.001], [0.007, 0.000, -0.001], [0.008, -0.041, 0.019], [0.012, 0.003, -0.002], [-0.004, -0.004, 0.004], [0.005, 0.005, -0.002], [-0.004, 0.000, 0.001], [0.002, -0.003, 0.002], [0.002, 0.004, -0.009], [-0.070, -0.089, 0.066], [0.004, -0.002, -0.005], [0.001, 0.001, -0.001], [-0.002, 0.000, 0.000], [0.004, 0.000, -0.001], [-0.004, 0.001, 0.001], [0.006, 0.000, -0.001], [-0.015, 0.019, 0.007], [0.007, -0.047, 0.023], [0.014, -0.028, 0.016], [0.010, -0.014, 0.006], [0.014, -0.001, -0.021], [0.013, 0.010, 0.011], [0.000, 0.000, 0.002], [0.000, 0.000, 0.000], [0.000, 0.000, 0.000], [-0.001, 0.000, 0.000], [0.001, 0.001, 0.000], [0.001, 0.001, 0.000], [0.000, 0.000, 0.000], [0.001, 0.000, 0.000], [0.000, 0.000, 0.000], [-0.003, 0.006, 0.000], [0.005, 0.002, -0.002], [0.002, 0.001, -0.001], [0.000, 0.002, 0.000], [-0.004, 0.002, 0.001], [0.017, -0.001, -0.008], [-0.016, -0.052, 0.087], [0.001, 0.026, -0.034], [0.007, 0.015, -0.015], [0.001, -0.005, -0.002], [0.002, 0.005, -0.007], [-0.011, -0.011, 0.017], [0.022, -0.003, -0.039], [0.018, 0.028, 0.023], [0.047, -0.070, -0.011], [0.060, 0.026, 0.073], [-0.001, 0.017, -0.034], [0.001, -0.001, 0.002], [0.001, 0.001, -0.003]],
  "mulliken_charge": [1.46, -0.55, 0.30, -1.42, 0.02, 0.21, -0.97, 0.34, -0.45, -1.50, 0.25, 0.42, 0.22, 0.36, 0.41, 0.47, 0.26, 0.03, 0.62, 0.18, 0.53, 0.30, 0.07, 0.23, 0.39, 0.45, -0.33, 0.16, -0.64, -0.61, -0.83, -0.14, 0.17, 0.86, -0.37, 0.27, -0.67, -0.45, -0.59, -0.61, -1.28, -0.02, -0.76, -0.41, -0.62, 0.68, 0.41, 0.37, 0.39, 0.37, 0.42, 0.40, 0.40, 0.40, 0.38, 0.40, 0.43, 0.47, 0.44, 0.33, -0.50, 0.37, -0.59, 0.88, -0.84, -0.04, -0.51, 0.04, 1.33, -1.25, -1.14, 0.46, 0.53, 0.21],
  "multiplicity": 1,
  "energy_ev": -118616.0183,
  "molar_mass_g_mol": 759.93,
  "orbital_gap_ev": 7.21,
  "charge": 1
}



3.
{
  "formula": "C29H33Br2CrIN7O2S",
  "method": "ωB97M-V/def2-TZVPD",
  "symbols": ["Cr", "C", "C", "N", "C", "C", "C", "O", "C", "C", "N", "C", "C", "C", "C", "C", "C", "I", "C", "O", "H", "H", "H", "H", "H", "H", "H", "H", "H", "H", "H", "H", "Br", "C", "C", "C", "N", "C", "C", "C", "C", "C", "Br", "C", "C", "N", "H", "H", "H", "H", "H", "H", "C", "C", "N", "C", "S", "N", "C", "C", "H", "H", "H", "H", "H", "H", "H", "H", "H", "H", "H", "H", "N", "H", "H", "H"],
  "xyz": [[-0.249, 1.927, -0.831], [1.711, 1.536, -4.555], [2.453, 1.002, -3.401], [3.324, 0.002, -3.686], [3.968, -0.572, -2.651], [3.661, -0.312, -1.280], [4.347, -1.159, -0.242], [3.392, -2.047, 0.437], [2.727, 0.659, -1.046], [2.339, 0.944, 0.359], [1.268, 1.554, 0.617], [0.978, 1.829, 1.967], [0.765, 0.867, 2.901], [0.619, 1.265, 4.258], [0.691, 2.567, 4.646], [0.778, 3.497, 3.647], [0.923, 3.176, 2.302], [0.643, 4.710, 0.919], [2.116, 1.390, -2.073], [1.302, 2.388, -1.933], [2.289, 1.319, -5.428], [1.451, 2.546, -4.394], [0.808, 0.844, -4.540], [4.633, -1.376, -2.977], [4.803, -0.549, 0.580], [5.126, -1.776, -0.728], [3.176, -2.687, -0.204], [2.960, 0.558, 1.166], [0.727, -0.148, 2.599], [0.373, 0.494, 4.987], [0.493, 2.778, 5.659], [0.748, 4.534, 3.914], [-1.944, 4.359, -6.613], [-1.940, 3.731, -4.870], [-1.936, 4.544, -3.775], [-1.680, 3.921, -2.521], [-1.592, 2.640, -2.372], [-1.676, 1.794, -3.409], [-1.809, 2.330, -4.706], [-1.426, 0.361, -3.198], [-1.813, -0.605, -4.079], [-1.584, -1.926, -3.852], [-2.130, -3.189, -5.143], [-0.905, -2.268, -2.664], [-0.487, -1.184, -1.851], [-0.736, 0.070, -2.082], [-2.036, 5.616, -3.774], [-1.671, 4.555, -1.626], [-1.616, 1.806, -5.632], [-2.299, -0.308, -5.012], [-0.628, -3.293, -2.485], [-0.069, -1.394, -0.870], [-2.858, -3.749, 5.035], [-2.428, -2.310, 5.100], [-2.505, -1.646, 3.796], [-1.666, -1.847, 2.805], [-2.054, -1.317, 1.245], [-0.517, -2.526, 3.050], [0.396, -2.971, 2.053], [0.072, -4.287, 1.369], [-2.892, -4.277, 6.004], [-2.336, -4.457, 4.388], [-3.844, -3.882, 4.652], [-1.381, -2.216, 5.486], [-3.006, -1.756, 5.853], [-3.364, -1.183, 3.620], [-0.474, -2.976, 3.948], [1.375, -3.074, 2.527], [0.487, -2.170, 1.327], [-0.152, -5.083, 2.031], [0.898, -4.673, 0.754], [-0.867, -4.111, 0.792], [-1.860, 1.764, 0.721], [-1.666, 2.595, 1.327], [-1.885, 0.925, 1.327], [-2.841, 1.905, 0.331]],
  "forces_ev_per_angstrom": [[0.022, 0.154, 0.897], [-0.949, -2.007, 0.597], [1.452, -1.633, 0.280], [-0.365, 1.250, 1.388], [-0.924, -0.237, 0.565], [1.774, -1.385, -2.737], [-0.261, -0.158, 0.969], [1.068, 1.866, 0.699], [-1.044, 0.975, 2.233], [1.013, -1.046, -1.619], [-1.597, -0.007, 0.219], [0.437, 1.092, -1.048], [0.085, 0.601, 2.088], [-0.294, -2.192, -0.962], [-0.420, -0.863, -0.788], [0.410, 1.489, -0.627], [-0.703, 0.181, 1.422], [0.310, -0.062, -0.110], [1.054, -0.378, -1.500], [-0.989, 0.285, 0.298], [0.114, 0.200, -0.686], [-0.489, 1.111, -0.193], [0.551, 1.146, -0.553], [0.085, 0.225, 0.522], [-0.264, -0.556, -0.746], [-0.256, 0.456, 0.316], [-0.588, -1.349, -1.153], [0.129, 0.204, 0.040], [-0.009, -0.850, -0.099], [0.260, 0.096, -0.096], [0.097, 0.696, 0.980], [-0.087, 0.477, 0.075], [-0.161, 0.423, -0.417], [0.250, -1.434, 0.189], [0.413, -0.239, 1.761], [-1.323, 2.232, -1.195], [0.504, -1.816, 0.998], [0.077, 1.262, -2.387], [0.323, 0.776, 0.701], [0.587, 0.395, 0.903], [-1.049, 1.057, -1.773], [1.038, -1.187, 1.316], [0.138, 0.097, 0.368], [-0.037, 1.120, -1.098], [-0.286, -2.527, 0.699], [-0.739, 0.856, -0.536], [-0.008, 0.125, -0.366], [0.284, -0.339, -0.288], [-0.353, -0.593, 0.264], [-0.023, -0.072, 0.387], [-0.060, -0.026, 0.393], [0.378, -0.119, -0.259], [-0.226, -1.713, 0.578], [1.362, 0.185, 0.482], [-0.277, -0.243, 2.172], [0.854, -0.535, -1.577], [0.010, -0.012, -0.029], [-1.450, 0.282, 0.960], [1.573, -0.366, -0.374], [-1.074, 0.741, -1.186], [0.228, 0.609, -0.068], [0.789, 0.570, -0.122], [-1.123, 0.481, -0.223], [-0.684, -0.102, -0.275], [-0.097, -0.081, -0.533], [-0.427, 0.345, -0.620], [0.213, -0.094, 0.047], [-0.003, 0.214, 0.092], [0.084, 0.002, -0.211], [-0.185, -0.688, 1.109], [-0.311, 0.508, -0.078], [0.814, -0.388, -0.032], [-0.951, 1.405, -0.179], [-0.383, -0.888, -0.519], [-0.007, 0.333, -0.461], [1.693, -0.339, 0.718]],
  "lowdin_spin": [3.75, 0.00, 0.00, 0.00, 0.00, 0.00, 0.00, 0.00, 0.00, 0.02, 0.00, 0.00, 0.00, 0.00, 0.00, 0.00, 0.00, 0.03, 0.01, 0.04, 0.00, 0.00, 0.00, 0.00, 0.00, 0.00, 0.00, 0.00, 0.00, 0.00, 0.00, 0.00, 0.00, 0.01, 0.00, 0.01, 0.01, 0.01, 0.00, 0.01, 0.00, 0.00, 0.00, 0.00, 0.01, 0.04, 0.00, 0.00, 0.00, 0.00, 0.00, 0.00, 0.00, 0.00, 0.00, 0.00, 0.00, 0.00, 0.00, 0.00, 0.00, 0.00, 0.00, 0.00, 0.00, 0.00, 0.00, 0.00, 0.00, 0.00, 0.00, 0.00, 0.01, 0.00, 0.00, 0.00],
  "multiplicity": 5,
  "s2": 6.01,
  "energy_ev": -232573.4618,
  "molar_mass_g_mol": 882.41,
  "orbital_gap_ev": [6.83, 7.00],
  "charge": 1
}